1.
Entry from the OMol25 dataset: one molecule with the formula C3H3Br2N (ωB97M-V with the def2-TZVPD basis set).

Geometry (Å):
Br -0.476 -1.573 3.086
C 0.252 -0.337 1.880
C -0.052 -0.350 0.502
N 0.427 0.387 -0.645
C -0.045 0.610 -1.822
Br 0.818 1.753 -2.968
H 0.882 0.396 2.109
H -0.827 -0.981 -0.029
H -0.978 0.094 -2.113

Cartesian forces (eV/Å) of the 6 atoms listed first:
Br 0.200 0.513 -0.293
C -2.914 -2.089 -6.292
C -1.903 -1.316 -1.008
N 1.492 2.202 0.501
C -0.543 -2.459 4.424
Br 0.255 0.348 -0.710

## Properties
* total charge: 0
* energy above the lowest of the compared OMol25 structures with the same formula, charge and spin: 48.9 kcal/mol
* max |F|: 7.2 eV Å⁻¹
* structure (SMILES): Br/C=C/N=C/Br
* 2S+1: 1
* E_HOMO: -9.06 eV

Atomic charges from the Mulliken analysis, expressed in e, are listed below:
1. Br -0.11
2. C -0.61
3. C 0.15
4. N -0.40
5. C 0.01
6. Br -0.09
7. H 0.50
8. H 0.21
9. H 0.34


2.
Entry from the OMol25 dataset: C3H3Br3O as an isolated structure (ωB97M-V with the def2-TZVPD basis set).

Geometry (Å):
C 0.240 1.331 0.328
C 0.024 -0.086 0.653
C -3.202 -0.028 -0.079
O 0.211 0.816 1.651
Br -3.290 0.603 -1.853
Br -3.690 -1.922 0.079
Br -4.109 1.175 1.127
H 1.178 1.606 -0.108
H -0.532 1.862 -0.026
H -0.897 -0.614 0.428

Cartesian forces (eV/Å) of the 6 atoms listed first:
C 2.653 -2.791 -0.391
C 0.160 1.101 -0.725
C -1.306 -0.399 0.120
O -0.434 -0.209 0.884
Br 0.333 -0.126 0.085
Br 0.423 1.257 0.088

## Properties
* total charge: 0
* energy above the lowest of the compared OMol25 structures with the same formula, charge and spin: 110.7 kcal/mol
* max |F|: 3.9 eV Å⁻¹
* 2S+1: 1
* E_HOMO (spin up / spin down): -8.60 / -9.25 eV

Atomic charges from the Mulliken analysis, expressed in e, are listed below:
1. C -0.24
2. C -0.04
3. C -0.17
4. O -0.30
5. Br 0.04
6. Br 0.00
7. Br 0.02
8. H 0.23
9. H 0.27
10. H 0.19


3.
Entry from the OMol25 dataset: a 2-piece molecular cluster, C3H3Br3O overall (ωB97M-V with the def2-TZVPD basis set).

Geometry (Å):
C 1.162 0.652 -1.812
C 0.298 -0.277 -1.601
C -0.121 -0.559 2.524
O -0.834 -1.076 3.447
Br 0.967 1.993 -3.179
Br -1.352 -0.549 -2.538
Br -0.730 0.857 1.505
H 2.073 0.684 -1.387
H 0.286 -0.917 -0.715
H -1.748 -0.808 3.756

Cartesian forces (eV/Å) of the 6 atoms listed first:
C -1.448 1.549 -2.906
C -2.526 -1.654 0.870
C 1.484 -1.440 0.399
O -1.029 -0.056 0.753
Br 0.125 -0.552 0.478
Br 0.576 0.284 0.221

## Properties
* total charge: 0
* energy above the lowest of the compared OMol25 structures with the same formula, charge and spin: 61.3 kcal/mol
* max |F|: 3.6 eV Å⁻¹
* 2S+1: 1
* E_HOMO: -9.04 eV

Atomic charges from the Mulliken analysis, expressed in e, are listed below:
1. C -0.36
2. C -0.34
3. C -0.02
4. O -0.19
5. Br -0.13
6. Br -0.09
7. Br -0.08
8. H 0.46
9. H 0.45
10. H 0.31


4.
Entry from the OMol25 dataset: one molecule with the formula C3H3BrCl2O (ωB97M-V with the def2-TZVPD basis set).

Geometry (Å):
C 1.659 0.496 0.134
O 0.422 0.501 -0.518
C -0.548 -0.506 -0.063
Cl 0.023 -2.114 -0.012
C -1.848 -0.195 -0.109
Cl -3.051 -1.446 -0.007
Br -2.402 1.701 -0.375
H 2.177 -0.339 -0.155
H 1.482 0.421 1.269
H 2.087 1.482 -0.163

Cartesian forces (eV/Å) of the 6 atoms listed first:
C -1.342 2.276 2.501
O -3.502 -2.170 0.754
C 1.615 2.583 -2.147
Cl 0.177 -0.025 0.264
C -0.224 0.835 0.079
Cl 0.291 0.972 0.028

## Properties
* total charge: 0
* energy above the lowest of the compared OMol25 structures with the same formula, charge and spin: 38.2 kcal/mol
* max |F|: 4.2 eV Å⁻¹
* structure (SMILES): CO/C(Cl)=C(/Cl)Br
* 2S+1: 1
* E_HOMO: -9.29 eV

Atomic charges from the Mulliken analysis, expressed in e, are listed below:
1. C -0.72
2. O -0.25
3. C 0.45
4. Cl -0.15
5. C 0.04
6. Cl -0.16
7. Br -0.09
8. H 0.38
9. H 0.30
10. H 0.20


5.
Entry from the OMol25 dataset: one molecule with the formula C3H3BrCl2O (ωB97M-V with the def2-TZVPD basis set).

Geometry (Å):
C 0.489 0.088 0.297
O 1.224 -0.018 -0.841
C 1.420 1.008 -1.650
Cl 0.023 2.051 -2.097
C 2.597 1.301 -2.223
Cl 2.804 2.452 -3.496
Br 4.043 0.162 -1.843
H 0.836 -0.498 1.101
H -0.524 -0.020 0.160
H 0.618 1.030 0.764

Cartesian forces (eV/Å) of the 6 atoms listed first:
C 0.332 1.648 1.854
O 1.333 -0.889 -1.900
C -0.462 1.590 -0.751
Cl 0.647 -0.932 0.587
C -0.389 -0.538 -0.106
Cl 0.019 -0.304 0.515

## Properties
* total charge: 0
* energy above the lowest of the compared OMol25 structures with the same formula, charge and spin: 32.4 kcal/mol
* max |F|: 2.5 eV Å⁻¹
* structure (SMILES): CO/C(Cl)=C(/Cl)Br
* 2S+1: 1
* E_HOMO: -9.02 eV

Atomic charges from the Mulliken analysis, expressed in e, are listed below:
1. C -0.92
2. O -0.31
3. C 0.60
4. Cl -0.19
5. C -0.04
6. Cl -0.16
7. Br -0.09
8. H 0.32
9. H 0.40
10. H 0.39


6.
Entry from the OMol25 dataset: a 2-piece molecular cluster, C3H3BrClFO overall (ωB97M-V with the def2-TZVPD basis set).

Geometry (Å):
F -2.105 1.512 -0.827
C -1.009 1.124 -0.180
Cl -1.292 0.433 1.398
Br 0.397 2.257 -0.667
H -0.924 0.365 -0.959
C 1.053 -0.881 -0.200
C 0.961 -1.473 0.882
O 0.814 -2.039 1.911
H 0.359 -1.243 -0.985
H 1.745 -0.055 -0.372

Cartesian forces (eV/Å) of the 6 atoms listed first:
F -3.438 2.915 0.640
C -0.038 -3.098 -2.774
Cl -0.055 1.079 -0.056
Br 0.836 1.447 0.760
H 1.875 -1.410 1.525
C 0.497 1.761 -5.053

## Properties
* total charge: 0
* energy above the lowest of the compared OMol25 structures with the same formula, charge and spin: 43.6 kcal/mol
* max |F|: 7.2 eV Å⁻¹
* structure (SMILES): F[C@H](Cl)Br.C=C=O
* 2S+1: 1
* E_HOMO: -9.65 eV

Atomic charges from the Mulliken analysis, expressed in e, are listed below:
1. F -0.22
2. C 0.27
3. Cl -0.09
4. Br -0.08
5. H 0.14
6. C -1.42
7. C 1.10
8. O -0.43
9. H 0.35
10. H 0.37


7.
Entry from the OMol25 dataset: C3H3BrClI as an isolated structure (ωB97M-V with the def2-TZVPD basis set).

Geometry (Å):
C -0.397 0.050 -0.506
C 2.621 -0.267 1.096
C -1.823 0.034 -0.259
Cl 0.416 1.367 0.133
Br 3.944 0.442 0.117
I 1.541 -1.785 0.262
H -2.174 0.500 0.636
H -1.998 -1.037 -0.487
H -2.132 0.696 -0.992

Cartesian forces (eV/Å) of the 6 atoms listed first:
C 0.716 0.414 -0.768
C -1.230 -0.255 1.452
C 1.366 -2.181 0.946
Cl -0.135 1.025 0.416
Br 1.307 0.322 -1.126
I 0.702 -0.968 -0.100

## Properties
* total charge: 0
* energy above the lowest of the compared OMol25 structures with the same formula, charge and spin: 141.0 kcal/mol
* max |F|: 2.7 eV Å⁻¹
* 2S+1: 1
* E_HOMO (spin up / spin down): -8.18 / -8.18 eV

Atomic charges from the Mulliken analysis, expressed in e, are listed below:
1. C -0.03
2. C -0.26
3. C -0.86
4. Cl -0.08
5. Br 0.05
6. I 0.24
7. H 0.35
8. H 0.26
9. H 0.32


8.
Entry from the OMol25 dataset: a 2-piece molecular cluster, C3H3BrF2 overall (ωB97M-V with the def2-TZVPD basis set).

Geometry (Å):
C 1.300 -0.718 0.104
C 0.165 -1.156 -0.402
C -0.998 1.815 -0.029
F 2.298 -0.240 -0.616
F -0.041 -1.210 -1.731
Br -1.482 2.581 1.508
H 1.361 -0.810 1.149
H -0.638 -1.365 0.244
H -1.966 1.104 -0.228

Cartesian forces (eV/Å) of the 6 atoms listed first:
C -1.043 -0.333 -0.809
C 1.088 0.633 -1.268
C -1.643 -2.096 -1.743
F 0.410 -0.080 0.095
F -0.314 0.031 0.412
Br -0.327 0.797 1.519

## Properties
* total charge: 0
* energy above the lowest of the compared OMol25 structures with the same formula, charge and spin: 109.3 kcal/mol
* max |F|: 3.2 eV Å⁻¹
* 2S+1: 1
* E_HOMO: -9.15 eV

Atomic charges from the Mulliken analysis, expressed in e, are listed below:
1. C -0.02
2. C -0.24
3. C -0.19
4. F -0.23
5. F -0.25
6. Br 0.05
7. H 0.34
8. H 0.41
9. H 0.13


9.
Entry from the OMol25 dataset: one molecule with the formula C3H3BrINS (ωB97M-V with the def2-TZVPD basis set).

Geometry (Å):
Br 1.819 -2.518 0.213
N 1.195 -0.807 -0.638
C -0.276 -0.810 -0.418
S -0.713 0.366 0.952
C 0.896 0.981 1.121
C 1.817 0.482 0.326
I 3.866 0.706 -0.094
H -0.654 -0.478 -1.459
H -0.698 -1.892 -0.201
H 1.172 1.714 1.892

Cartesian forces (eV/Å) of the 6 atoms listed first:
Br 0.075 1.179 -0.340
N 0.904 1.074 2.716
C -0.313 -0.792 -1.408
S -0.434 -0.489 -0.069
C 0.750 0.365 0.233
C -0.262 -3.519 -2.648

## Properties
* total charge: 0
* energy above the lowest of the compared OMol25 structures with the same formula, charge and spin: 20.6 kcal/mol
* max |F|: 4.4 eV Å⁻¹
* structure (SMILES): BrN1CSC=C1I
* 2S+1: 1
* E_HOMO: -8.53 eV

Atomic charges from the Mulliken analysis, expressed in e, are listed below:
1. Br -0.03
2. N -0.39
3. C -0.30
4. S -0.10
5. C 0.19
6. C -0.48
7. I 0.16
8. H 0.28
9. H 0.32
10. H 0.35


10.
Entry from the OMol25 dataset: one molecule with the formula C3H3BrN4O2 (ωB97M-V with the def2-TZVPD basis set).

Geometry (Å):
C 0.379 -2.504 0.044
C 2.151 -1.329 -0.152
C 0.132 0.079 0.357
N 1.370 -3.314 -0.161
N 2.432 -2.563 -0.270
N 0.809 -1.177 0.038
N -1.051 -2.751 0.084
O -1.460 -3.750 0.607
O -1.713 -1.942 -0.491
Br 3.295 0.081 -0.015
H 0.402 0.253 1.340
H 0.390 0.851 -0.322
H -0.872 -0.143 0.298

Cartesian forces (eV/Å) of the 6 atoms listed first:
C -7.018 3.739 0.707
C -2.147 2.863 0.822
C 1.033 -1.703 -0.666
N 3.093 -3.034 -0.589
N 2.999 -3.885 -0.556
N 0.473 0.423 -0.557

## Properties
* total charge: 0
* max |F|: 8.0 eV Å⁻¹
* 2S+1: 3
* E_HOMO (spin up / spin down): -6.43 / -10.13 eV

Atomic charges from the Mulliken analysis, expressed in e, are listed below:
1. C 0.35
2. C 0.46
3. C -0.98
4. N -0.33
5. N -0.33
6. N 0.05
7. N 0.93
8. O -0.63
9. O -0.67
10. Br -0.01
11. H 0.43
12. H 0.34
13. H 0.39